DFT (ωB97M-V/def2-TZVPD) results for a molecular structure, C21H20BrCl2FeN5S2.

```
! wB97M-V def2-TZVPD RIJCOSX def2/J DEFGRID3
* xyz 1 6
Fe -0.119 -0.303 -0.032
C 5.649 1.381 -0.112
C 4.504 1.894 -0.971
N 3.342 2.297 -0.190
C 2.356 1.500 0.251
S 2.287 -0.158 -0.298
N 1.529 2.036 1.128
N 0.475 1.209 1.402
C -0.147 1.359 2.513
C 0.219 2.343 3.572
C -1.302 0.443 2.711
C -2.085 0.494 3.855
C -3.156 -0.377 3.979
C -3.421 -1.268 2.953
C -2.592 -1.258 1.845
N -1.553 -0.433 1.724
H 6.521 1.171 -0.732
H 5.363 0.462 0.401
H 5.937 2.117 0.640
H 4.181 1.133 -1.678
H 4.813 2.764 -1.551
H 3.353 3.208 0.246
H 1.071 2.932 3.252
H 0.471 1.825 4.500
H -0.617 3.013 3.785
H -1.861 1.205 4.636
H -3.776 -0.354 4.865
H -4.250 -1.959 3.002
H -2.760 -1.934 1.017
Cl -2.046 1.371 -0.694
C -2.159 1.358 -2.437
C -3.221 2.028 -2.994
C -3.333 2.062 -4.381
C -2.390 1.442 -5.182
C -1.321 0.782 -4.602
Cl -0.175 0.033 -5.643
C -1.167 0.700 -3.197
S 0.159 -0.133 -2.502
H -3.944 2.525 -2.364
H -4.161 2.586 -4.838
H -2.472 1.467 -6.259
Br 2.242 -4.010 2.130
C 0.960 -3.892 0.780
C 0.679 -4.942 -0.082
C -0.262 -4.735 -1.081
C -0.903 -3.513 -1.186
N -0.678 -2.505 -0.335
C 0.250 -2.722 0.598
H 1.190 -5.890 0.019
H -0.503 -5.524 -1.780
H -1.634 -3.334 -1.964
H 0.454 -1.897 1.280
*
```

- ΔE to the lowest compared entry with this formula, charge and spin: 0.9471 eV
- DFT total energy: -6640.3153 Ha
- ⟨S²⟩: 8.786
- Kohn-Sham gap (spin up / spin down): 7.69 / 5.05 eV